[1]
# C6H8

A molecular structure, C6H8 at a distorted geometry (ωB97M-V/def2-TZVPD, the OMol25 dataset).

Calculated values
Energy relative to the best compared isomer or geometry (same formula, charge and spin), kJ/mol: 517.8
HOMO-LUMO gap, eV: 9.3
HOMO, eV: -8.6848
LUMO energy, eV: 0.7
E, eV: -6345.4174

Each line ends with the Mulliken charge.
Positions of all 14 atoms, in Å:
C  2.21288  0.01174  0.19497  -0.828
C  0.84212  0.02423  0.00471  0.544
C  -0.16083  1.19802  -0.36080  -0.510
C  -1.52473  0.61734  0.39450  -0.429
C  -1.31762  -0.89432  -0.07976  -0.411
C  -0.02483  -1.22957  -0.18132  -0.484
H  2.71638  -0.96127  0.26605  0.235
H  2.87148  0.93053  0.37533  0.241
H  -0.39210  1.20073  -1.77913  0.192
H  0.42960  2.56529  -0.09399  0.248
H  -2.60802  1.11848  -0.07634  0.237
H  -1.55400  0.56300  1.82824  0.228
H  -2.12426  -1.62344  -0.13409  0.370
H  0.49897  -2.15798  -0.21985  0.368


[2]
# C6H8

A molecular structure, C6H8 at a distorted geometry (ωB97M-V/def2-TZVPD, the OMol25 dataset).

Calculated values
Energy relative to the best compared isomer or geometry (same formula, charge and spin), kJ/mol: 461.5
HOMO-LUMO gap, eV: 8.7
HOMO, eV: -7.7758
LUMO energy, eV: 0.9
E, eV: -6346.0008

Each line ends with the Mulliken charge.
Positions of all 14 atoms, in Å:
C  -1.66355  -2.32018  0.57213  -0.881
C  -1.03452  -1.19990  0.28071  0.235
C  -0.19289  -0.21328  0.16231  0.199
C  1.22254  -0.25268  -0.31971  -0.546
C  1.05843  1.26481  -0.59541  -0.532
C  -0.24071  1.28378  0.25767  -0.523
H  -2.26755  -2.76119  -0.24766  0.202
H  -1.71947  -1.18178  1.33170  0.284
H  1.91925  -0.47950  0.49493  0.201
H  1.41732  -0.92901  -1.15737  0.306
H  1.86644  1.91099  -0.25346  0.294
H  0.83360  1.44306  -1.64979  0.243
H  -1.12036  1.78559  -0.15627  0.291
H  -0.07854  1.64930  1.28020  0.227


[3]
# C6H8

A single C6H8 molecule (ωB97M-V/def2-TZVPD, the OMol25 dataset).

Calculated values
Energy relative to the best compared isomer or geometry (same formula, charge and spin), kJ/mol: 291.0
HOMO-LUMO gap (spin up / spin down), eV: 7.7 / 7.7
HOMO (spin up / spin down), eV: -8.1275 / -8.1282
LUMO energy (spin up / spin down), eV: -0.4 / -0.4
E, eV: -6347.7680

Each line ends with the Mulliken charge.
Positions of all 14 atoms, in Å:
C  -1.18970  0.80498  0.53724  -1.230
C  -0.34014  0.25501  -0.63643  0.120
C  1.10595  0.69490  -0.30601  -0.515
C  1.57567  -0.27446  0.74595  -0.534
C  0.82406  -1.47731  0.39950  -0.373
C  -0.20443  -1.21962  -0.44363  -0.287
H  -2.13607  0.27330  0.67260  0.357
H  -1.38696  1.87435  0.42379  0.330
H  -0.75542  0.55440  -1.60711  0.380
H  1.20001  1.75726  -0.05846  0.306
H  1.78203  0.48872  -1.15180  0.333
H  -0.60210  0.66610  1.45251  0.327
H  1.01965  -2.44910  0.84347  0.382
H  -0.89256  -1.94853  -0.87164  0.404


[4]
# C6H8B

A gas-phase ion, C6H8B (charge -1) (ωB97M-V/def2-TZVPD, the OMol25 dataset).

Calculated values
Net charge: -1
HOMO-LUMO gap, eV: 8.0
HOMO, eV: -4.0619
LUMO energy, eV: 3.9
E, eV: -7028.6284

Each line ends with the Mulliken charge.
Positions of all 15 atoms, in Å:
B  -1.73380  1.45916  0.53884  -0.025
C  -0.53606  0.43720  0.14776  -0.242
C  0.22386  0.57095  -1.02402  -0.353
C  1.26251  -0.30066  -1.35072  -0.343
C  1.61676  -1.32630  -0.48304  -0.385
C  0.85545  -1.51528  0.66757  -0.371
C  -0.17306  -0.63269  0.98353  -0.352
H  -2.72757  0.84851  0.93135  -0.149
H  -2.04812  2.17020  -0.41509  -0.187
H  -1.33483  2.18234  1.45756  -0.125
H  -0.01474  1.38091  -1.70784  0.298
H  1.81639  -0.15366  -2.27450  0.310
H  2.43651  -1.99817  -0.71728  0.326
H  1.09117  -2.33326  1.34458  0.307
H  -0.73445  -0.78924  1.90132  0.291


[5]
# C6H8BrCl2NO2

A molecular structure, C6H8BrCl2NO2 at a distorted geometry (ωB97M-V/def2-TZVPD, the OMol25 dataset).

Calculated values
HOMO-LUMO gap, eV: 9.4
HOMO, eV: -9.2236
LUMO energy, eV: 0.2
E, eV: -107019.1837

Each line ends with the Mulliken charge.
Positions of all 20 atoms, in Å:
C  0.39891  1.16890  0.48253  -0.619
C  0.66664  0.53186  -0.92757  -0.469
C  -0.79238  0.30654  0.95638  -0.728
C  -0.26741  -0.30506  -1.30079  -0.622
C  -1.38090  -0.42109  -0.37084  0.001
C  2.50766  -2.48916  -0.76819  0.151
N  1.68207  -2.54720  0.18050  0.784
O  0.65079  -3.43105  0.15395  -0.436
O  1.81290  -1.88506  1.18751  -0.689
Cl  -2.81038  0.41889  -1.12536  -0.234
Cl  3.63998  -1.29424  -0.84154  -0.085
Br  1.93149  -3.16999  -2.42765  -0.085
H  1.35356  1.27454  1.06948  0.292
H  0.00765  2.15112  0.28912  0.331
H  1.64847  0.79889  -1.31192  0.562
H  -0.01348  -3.16971  0.82161  0.353
H  -0.69344  -0.47051  1.66559  0.286
H  -1.57132  0.94454  1.35619  0.431
H  -0.27676  -0.75769  -2.29777  0.524
H  -1.73672  -1.45034  -0.22118  0.251


[6]
# C6H8BrNS

A single C6H8BrNS molecule at a distorted geometry (ωB97M-V/def2-TZVPD, the OMol25 dataset).

Calculated values
Energy relative to the best compared isomer or geometry (same formula, charge and spin), kJ/mol: 487.5
HOMO-LUMO gap (spin up / spin down), eV: 7.0 / 7.0
HOMO (spin up / spin down), eV: -7.4553 / -7.4589
LUMO energy (spin up / spin down), eV: -0.4 / -0.4
E, eV: -88714.7060

Each line ends with the Mulliken charge.
Positions of all 17 atoms, in Å:
C  -1.71593  -1.55738  -0.22028  -0.394
C  -1.03565  -1.52770  0.93458  -0.297
C  -1.60469  -0.42776  -1.15614  0.052
C  -0.19788  -0.38424  1.47648  -0.772
C  0.73409  0.06815  0.48532  0.256
C  2.29220  1.81924  -1.01170  -0.794
N  -0.84678  0.49629  -1.25223  -0.500
S  1.39873  1.62632  0.61910  -0.004
Br  1.73612  -1.43283  -0.13579  -0.035
H  -2.19208  -2.45937  -0.56864  0.381
H  -1.26888  -2.18407  1.81477  0.298
H  -2.37543  -0.63157  -1.97809  0.265
H  -0.90538  0.32359  1.95768  0.348
H  0.52772  -0.65906  2.33919  0.315
H  2.65155  2.89913  -0.83139  0.319
H  1.61224  1.60720  -1.80443  0.314
H  2.93716  0.92114  -1.08863  0.249


[7]
# C6H8BrO6Zr

A molecular structure, C6H8BrO6Zr at a distorted geometry (ωB97M-V/def2-TZVPD, the OMol25 dataset).

Calculated values
Energy relative to the best compared isomer or geometry (same formula, charge and spin), kJ/mol: 498.3
Net charge: +3
HOMO-LUMO gap, eV: 2.6
HOMO, eV: -19.8969
LUMO energy, eV: -17.3
E, eV: -89911.7059

Each line ends with the Mulliken charge.
Positions of all 22 atoms, in Å:
Zr  -1.88133  0.41977  3.11378  1.830
Br  -1.10952  0.74384  1.34198  0.052
C  -1.51889  -0.09170  -1.20144  0.246
C  -2.83534  -0.17427  -1.99282  -0.370
O  -2.69096  -1.40831  -2.67986  -0.252
C  -1.57731  -2.05656  -2.38170  0.598
O  -1.27294  -3.13829  -2.87151  -0.371
O  -0.87593  -1.36696  -1.44515  -0.246
H  -1.75678  0.09819  -0.15480  -0.097
H  -0.85921  0.67361  -1.61037  0.411
H  -2.79605  0.54216  -2.81336  0.329
H  -3.65339  -0.13193  -1.27372  0.341
C  2.21200  1.32655  0.73798  -0.316
C  1.51591  0.78351  1.98251  0.180
O  2.50557  -0.03736  2.47264  -0.322
C  3.27242  -0.50278  1.50119  0.612
O  4.06336  -1.44687  1.59551  -0.385
O  3.12315  0.25577  0.44471  -0.258
H  2.67360  2.29385  0.93633  0.273
H  1.61599  1.41263  -0.17057  0.307
H  0.58626  0.26782  1.74185  -0.125
H  1.25937  1.53736  2.72683  0.565


[8]
# C6H8Cl16

6 unconnected molecules or ions with the total composition C6H8Cl16 at a distorted geometry (ωB97M-V/def2-TZVPD, the OMol25 dataset).

Calculated values
Net charge: +1
HOMO-LUMO gap (spin up / spin down), eV: 10.4 / 2.9
HOMO (spin up / spin down), eV: -13.4447 / -13.4445
LUMO energy (spin up / spin down), eV: -3.0 / -10.5
Expectation value of S²: 0.754
E, eV: -206699.3715
Multiplicity: 2

Each line ends with the Mulliken charge.
Positions of all 30 atoms, in Å:
C  -12.21914  -18.89337  -16.83457  0.900
Cl  -12.44539  -20.67006  -16.67387  -0.113
Cl  -11.64236  -17.98504  -15.47179  -0.090
Cl  -13.70119  -18.21675  -17.56154  -0.127
H  -11.42031  -18.80725  -17.57115  -0.534
C  -7.00274  -15.50886  -20.00291  0.550
Cl  -6.64793  -14.68704  -18.46978  -0.109
Cl  -5.62043  -15.43725  -21.10042  -0.115
Cl  -8.45085  -14.80491  -20.74848  -0.086
H  -7.09086  -16.57296  -19.78372  -0.219
C  -3.93819  -18.80781  -21.21017  0.049
Cl  -3.38803  -18.98089  -22.89707  -0.103
Cl  -3.00489  -19.96990  -20.15739  -0.116
Cl  -5.68168  -18.93385  -21.10085  -0.043
H  -3.73431  -17.79335  -20.86753  0.212
C  -9.16739  -17.02887  -24.92625  -0.096
Cl  -9.50014  -18.40335  -26.02341  -0.097
Cl  -9.30605  -17.57591  -23.25367  0.008
Cl  -10.35990  -15.74731  -25.27489  -0.112
H  -8.15002  -16.70447  -25.14488  0.353
C  -12.19233  -16.11389  -21.84059  -0.009
Cl  -12.06240  -17.47391  -20.74264  0.209
Cl  -13.90090  -15.62224  -21.93699  -0.014
H  -11.51137  -15.32572  -21.51938  0.262
H  -11.86674  -16.40487  -22.83930  0.112
C  -9.33643  -19.61588  -20.27625  -0.063
Cl  -10.41303  -20.82392  -19.54460  -0.057
Cl  -9.17964  -18.20349  -19.27939  0.007
H  -8.36468  -20.07552  -20.45664  0.304
H  -9.78445  -19.33637  -21.22980  0.136


[9]
# C6H8Cl2N2

A single C6H8Cl2N2 molecule at a distorted geometry (ωB97M-V/def2-TZVPD, the OMol25 dataset).

Calculated values
Energy relative to the best compared isomer or geometry (same formula, charge and spin), kJ/mol: 109.6
HOMO-LUMO gap, eV: 8.4
HOMO, eV: -8.7632
LUMO energy, eV: -0.4
SMILES: CC1=C(Cl)C=NC[C@@]1(N)Cl
E, eV: -34374.7682

Each line ends with the Mulliken charge.
Positions of all 18 atoms, in Å:
C  2.20995  1.70205  0.63594  -0.189
C  2.14065  0.42186  0.05808  0.248
C  0.90005  -0.08029  -0.53155  -0.141
C  -0.11861  1.97753  0.52000  -0.862
C  -0.32333  0.66910  -0.24060  1.553
C  0.84050  -1.30343  -1.39021  -1.599
N  1.18400  2.46404  0.76267  -0.526
N  -1.21577  -0.31734  0.34468  -0.527
Cl  3.60569  -0.53958  -0.03281  -0.211
Cl  -1.09082  1.11657  -1.90718  -0.264
H  3.03042  2.14399  1.20848  0.412
H  -0.59518  2.84709  -0.12731  0.314
H  -0.68126  1.93829  1.52746  0.268
H  1.72418  -1.56682  -1.93145  0.476
H  0.00978  -0.97205  -2.09499  0.348
H  0.46146  -2.19165  -0.86677  0.318
H  -1.17617  -1.34896  0.10377  0.191
H  -1.90984  0.17157  0.81147  0.189


[10]
# C6H8Cl2N2O2

2 unconnected molecules or ions with the total composition C6H8Cl2N2O2 at a distorted geometry (ωB97M-V/def2-TZVPD, the OMol25 dataset).

Calculated values
Energy relative to the best compared isomer or geometry (same formula, charge and spin), kJ/mol: 420.3
HOMO-LUMO gap, eV: 8.9
HOMO, eV: -8.3306
LUMO energy, eV: 0.6
E, eV: -38468.0784

Each line ends with the Mulliken charge.
Positions of all 20 atoms, in Å:
C  0.80000  1.47118  -0.48206  -0.644
C  1.68299  0.40090  -0.31704  0.377
C  -1.89472  0.60763  -0.60344  0.053
C  0.37415  1.76248  0.76102  0.457
C  2.59971  -0.83373  1.69259  -0.855
C  -2.40482  -1.74611  -0.96431  -0.707
N  0.95617  0.98738  1.66852  -0.886
N  1.88076  0.18536  0.98834  0.577
O  -2.61637  0.77888  -1.72499  -0.444
O  -1.78193  -0.64285  -0.19934  -0.148
Cl  2.62139  -0.34933  -1.47821  -0.214
Cl  -0.67447  2.96751  1.26210  -0.157
H  0.47142  1.80691  -1.43186  0.422
H  3.29818  -0.33413  2.26175  0.360
H  1.87491  -1.21575  2.42723  0.310
H  3.09699  -1.62304  1.09961  0.288
H  -3.12904  -1.36438  -1.62514  0.349
H  -2.89286  -2.24754  -0.18540  0.270
H  -1.57120  -2.28162  -1.32980  0.239
H  -2.69130  1.67028  -1.81955  0.354


[11]
# C6H8Cl3N3O2

A single C6H8Cl3N3O2 molecule at a distorted geometry (ωB97M-V/def2-TZVPD, the OMol25 dataset).

Calculated values
HOMO-LUMO gap, eV: 9.8
HOMO, eV: -9.2591
LUMO energy, eV: 0.5
SMILES: C[C@@H]1C=NN(C(N)=O)[C@@]1(O)C(Cl)(Cl)Cl
E, eV: -52482.9916

Each line ends with the Mulliken charge.
Positions of all 22 atoms, in Å:
C  -0.42228  -1.23189  0.83604  -0.825
C  1.60999  1.58804  1.24380  0.558
C  -0.03980  -1.20166  -0.61738  0.561
C  1.19980  -0.15322  -0.57879  -0.791
C  -1.15389  -0.65320  -1.49568  -1.539
C  2.49486  -0.98184  -0.72188  0.458
N  0.09387  -0.32784  1.58230  -0.881
N  1.09506  0.30625  0.86794  0.827
N  1.38075  1.95851  2.52155  -0.433
O  2.19638  2.27452  0.44074  -0.475
O  1.17256  0.85574  -1.46745  -0.493
Cl  2.47380  -1.75151  -2.33276  -0.130
Cl  3.98715  0.05842  -0.68004  -0.113
Cl  2.70501  -2.16019  0.57736  -0.109
H  -1.13249  -1.80941  1.24078  0.689
H  0.38645  -2.08760  -1.22187  0.505
H  -1.83390  -0.28606  -0.89493  0.434
H  -1.70219  -1.48248  -1.97510  0.363
H  -0.66102  0.01722  -2.19711  0.367
H  0.62446  1.47340  2.91024  0.229
H  2.19237  2.26340  3.05841  0.249
H  2.08272  1.15981  -1.44290  0.550


[12]
# C6H8ClF

A single C6H8ClF molecule at a distorted geometry (ωB97M-V/def2-TZVPD, the OMol25 dataset).

Calculated values
Energy relative to the best compared isomer or geometry (same formula, charge and spin), kJ/mol: 126.2
HOMO-LUMO gap, eV: 10.7
HOMO, eV: -9.7487
LUMO energy, eV: 1.0
SMILES: C=CC1([C@H](F)Cl)CC1
E, eV: -21589.9998

Each line ends with the Mulliken charge.
Positions of all 16 atoms, in Å:
C  -0.85350  0.25638  -0.55417  0.003
C  0.63294  0.32008  -0.13222  0.866
C  0.96336  1.03379  1.17726  -0.585
C  1.20275  1.70655  -0.19276  -0.821
C  1.45382  -0.76172  -0.67101  -0.643
C  2.01615  -1.75731  0.05142  -0.655
H  -0.94174  0.18076  -1.62761  0.348
H  0.13646  1.55087  1.69000  0.247
H  1.84656  0.71321  1.75662  0.315
H  2.25640  1.83216  -0.54780  0.293
H  0.53857  2.54755  -0.44154  0.259
H  1.53787  -0.76832  -1.78085  0.301
H  1.80901  -1.90938  1.14269  0.274
H  2.76155  -2.46061  -0.40702  0.253
F  -1.47114  1.42443  -0.25841  -0.254
Cl  -1.71750  -1.13486  0.26295  -0.201